(1)
Entry from the OMol25 dataset: a single C2H2O2S2 molecule in a non-equilibrium geometry (ωB97M-V/def2-TZVPD).

Structure (ORCA input):
```
! RIJCOSX wB97M-V def2-TZVPD def2/J DEFGRID3
* xyz 0 1
C 0.7363 -0.8925 -0.0877
C -0.6595 -0.8469 0.1847
O 3.1616 -0.7080 -0.0613
O -3.2588 -0.8183 0.0033
S 2.1926 -1.8058 0.0488
S -2.1539 -1.7349 -0.0503
H 1.2490 0.1751 -0.2069
H -1.0747 0.0823 0.3650
*
```

Summary:
lowest unoccupied orbital energy (alpha / beta) = -1.79 / -1.72 eV
energy relative to the best compared isomer or geometry (same formula, charge and spin) = 88.8 kcal/mol
frontier orbital gap (alpha / beta) = 7.19 / 7.41 eV
highest occupied orbital energy (alpha / beta) = -0.330 / -0.335 hartree

(2)
Entry from the OMol25 dataset: a single CHOP molecule in a non-equilibrium geometry (ωB97M-V/def2-TZVPD).

Structure (ORCA input):
```
! RIJCOSX wB97M-V def2-TZVPD def2/J DEFGRID3
* xyz 0 1
C -0.2348 0.1489 0.1239
P 1.3555 0.6893 0.0651
O 0.3754 -1.0018 0.0420
H -1.4962 0.1636 -0.2310
*
```

Summary:
lowest unoccupied orbital energy = -0.31 eV
energy relative to the best compared isomer or geometry (same formula, charge and spin) = 57.2 kcal/mol
frontier orbital gap = 7.83 eV
SMILES = C1=PO1
highest occupied orbital energy = -0.299 hartree

(3)
Entry from the OMol25 dataset: 2 unconnected molecules or ions with the total composition C4H9ClSi in a non-equilibrium geometry (ωB97M-V/def2-TZVPD).

Structure (ORCA input):
```
! RIJCOSX wB97M-V def2-TZVPD def2/J DEFGRID3
* xyz 0 1
C -0.7820 -1.8100 -1.1795
C -0.1096 -1.0262 -0.3122
C -0.4517 -1.0454 1.1700
C -0.2488 2.8153 0.4478
Si 1.2589 -0.0175 -0.9842
Cl 2.7650 0.5004 0.2597
H -0.2924 -1.7567 -2.1773
H -1.6263 -2.2670 -0.7487
H -1.5124 -0.9878 1.2955
H 0.0257 -0.2334 1.5232
H -0.0772 -2.0187 1.5013
H -0.4339 3.5475 -0.3189
H -0.9060 2.0586 0.8475
H 0.7156 2.7523 0.9316
H 1.6751 -0.5115 -2.2557
*
```

Summary:
lowest unoccupied orbital energy (alpha / beta) = -0.41 / 0.15 eV
energy relative to the best compared isomer or geometry (same formula, charge and spin) = 115.2 kcal/mol
frontier orbital gap (alpha / beta) = 8.32 / 7.27 eV
highest occupied orbital energy (alpha / beta) = -0.321 / -0.262 hartree

(4)
Entry from the OMol25 dataset: a molecular structure, C51H44BrClN3O8PSTi in a non-equilibrium geometry (ωB97M-V/def2-TZVPD).

Structure (ORCA input):
```
! RIJCOSX wB97M-V def2-TZVPD def2/J DEFGRID3
* xyz -2 3
Ti -1.0921 -0.5277 -0.0016
O 0.5018 -1.4443 0.2660
C 1.0134 -2.4421 0.9970
C 2.2653 -2.9590 0.7019
C 2.8127 -4.0067 1.4469
C 2.0855 -4.5390 2.5118
C 0.8503 -4.0172 2.8365
C 0.2749 -2.9429 2.1130
C -0.9423 -2.3555 2.5025
N -1.5354 -1.3330 1.8702
C -2.6627 -0.7063 2.5253
C -3.7940 -0.5519 1.5106
N -3.1989 -0.4803 0.2056
C -4.0369 -0.4523 -0.8495
C -3.6667 -0.8754 -2.1417
C -4.5156 -0.6962 -3.2628
C -4.2172 -1.2444 -4.4961
C -3.0539 -1.9975 -4.6603
C -2.1883 -2.1675 -3.5793
C -2.4511 -1.6042 -2.3426
O -1.5925 -1.7761 -1.3304
H 2.8161 -2.5295 -0.1216
H 3.7919 -4.3945 1.1941
H 2.4929 -5.3604 3.0919
H 0.2958 -4.4170 3.6805
H -1.4130 -2.7317 3.4121
H -2.3583 0.2760 2.9060
H -2.9929 -1.2954 3.3904
H -4.4179 0.3292 1.7421
H -4.4544 -1.4329 1.5662
H -5.0748 -0.1524 -0.6846
H -5.4293 -0.1248 -3.1242
H -4.8887 -1.0891 -5.3341
H -2.8075 -2.4284 -5.6233
H -1.2588 -2.7123 -3.6950
Cl 1.9262 1.1981 1.0148
C 3.5540 0.7899 0.6253
C 4.5031 0.8357 1.6434
C 5.8321 0.5936 1.3536
C 6.2217 0.3277 0.0444
C 5.2667 0.2708 -0.9548
C 3.9094 0.4644 -0.6913
P 2.5761 0.3207 -1.9769
C 3.2248 1.4737 -3.2459
C 3.5052 2.7860 -2.8531
C 3.8157 3.7588 -3.7872
C 3.8492 3.4417 -5.1403
C 3.5682 2.1455 -5.5421
C 3.2542 1.1693 -4.6033
C 2.9317 -1.3114 -2.7351
C 1.8858 -2.2341 -2.6824
C 2.0462 -3.5095 -3.2100
C 3.2478 -3.8763 -3.7930
C 4.2923 -2.9598 -3.8640
C 4.1299 -1.6861 -3.3443
H 4.1799 1.0659 2.6492
H 6.5672 0.6218 2.1487
H 7.2652 0.1657 -0.1958
H 5.5820 0.0838 -1.9748
H 3.4619 3.0476 -1.8008
H 4.0104 4.7735 -3.4626
H 4.0675 4.2073 -5.8745
H 3.5800 1.8893 -6.5950
H 3.0042 0.1685 -4.9340
H 0.9479 -1.9575 -2.2190
H 1.2248 -4.2125 -3.1543
H 3.3755 -4.8749 -4.1949
H 5.2337 -3.2381 -4.3241
H 4.9424 -0.9738 -3.4400
Br -6.5206 4.2551 2.1984
C -5.1370 3.5852 1.0590
C -5.3778 3.5051 -0.3038
C -4.3694 3.0184 -1.1230
C -3.1632 2.5929 -0.5810
C -2.9484 2.6715 0.7870
C -3.9360 3.1972 1.6167
C -1.6590 2.1974 1.4340
O -1.2659 2.7799 2.4370
O -1.0743 1.1884 0.8933
H -6.3393 3.7940 -0.7084
H -4.5390 2.9345 -2.1899
H -2.3872 2.1688 -1.2032
H -3.7462 3.2761 2.6784
C -4.6146 7.0717 -0.8811
C -3.6749 6.5099 -1.9101
C -2.3859 6.1221 -1.5675
C -1.5084 5.6382 -2.5286
C -1.9375 5.5323 -3.8413
C -3.2332 5.8822 -4.2020
C -4.0906 6.3698 -3.2347
S -0.7912 5.0504 -5.0917
O 0.5331 5.1002 -4.5262
O -1.0454 5.8299 -6.2755
N -1.2643 3.5072 -5.4160
C -1.5419 2.5936 -4.2821
C -0.3743 2.3334 -3.3315
C -0.4060 0.8869 -2.8229
O -0.0874 0.0004 -3.6058
O -0.7282 0.7813 -1.5855
H -4.1134 7.2142 0.0753
H -5.4551 6.3967 -0.7169
H -5.0183 8.0324 -1.2079
H -2.0581 6.2043 -0.5383
H -0.4948 5.3596 -2.2768
H -3.5403 5.7981 -5.2360
H -5.0987 6.6605 -3.5088
H -0.5353 3.1151 -6.0108
H -1.8626 1.6584 -4.7424
H -2.3978 2.9981 -3.7419
H -0.3784 3.0356 -2.4983
H 0.5694 2.4536 -3.8692
*
```

Summary:
lowest unoccupied orbital energy (alpha / beta) = 3.62 / 3.62 eV
expectation value of S² = 2.0508
energy relative to the best compared isomer or geometry (same formula, charge and spin) = 31.4 kcal/mol
frontier orbital gap (alpha / beta) = 3.35 / 6.18 eV
highest occupied orbital energy (alpha / beta) = 0.010 / -0.094 hartree

(5)
Entry from the OMol25 dataset: a molecular structure, C4H4O12Zn in a non-equilibrium geometry (ωB97M-V/def2-TZVPD).

Structure (ORCA input):
```
! RIJCOSX wB97M-V def2-TZVPD def2/J DEFGRID3
* xyz -1 2
Zn -0.5900 -0.0070 0.2703
O -2.0097 -2.9111 -1.7476
C -1.5158 -1.9187 -1.0528
O -1.1073 -0.8805 -1.5517
O -1.5258 -1.9266 0.2225
H -2.0257 -2.6621 -2.6746
O 2.9327 -2.4292 0.2756
C 2.4777 -1.1578 0.1637
O 1.3118 -0.8934 0.4991
O 3.2268 -0.3295 -0.3015
H 3.8559 -2.3558 0.0225
O -2.5683 1.7171 3.1993
C -1.9228 1.1065 2.2026
O -0.8182 0.5478 2.3769
O -2.3705 0.9383 1.0952
H -3.3752 2.0085 2.7686
O 2.1016 2.0135 -1.5281
C 0.9181 2.5125 -1.1774
O 0.5836 3.6162 -1.5924
O 0.1971 1.7828 -0.4811
H 2.2239 1.2285 -0.9892
*
```

Summary:
lowest unoccupied orbital energy (alpha / beta) = 3.00 / -1.66 eV
expectation value of S² = 0.7582
frontier orbital gap (alpha / beta) = 9.03 / 4.35 eV
highest occupied orbital energy (alpha / beta) = -0.222 / -0.221 hartree

(6)
Entry from the OMol25 dataset: a single C5H10O molecule (ωB97M-V/def2-TZVPD).

Structure (ORCA input):
```
! RIJCOSX wB97M-V def2-TZVPD def2/J DEFGRID3
* xyz 0 1
O -1.8469 0.0577 0.8378
C -1.0712 0.1889 -0.3486
C -0.1851 -1.0397 -0.5886
C 0.8698 -0.8705 0.5095
C 1.2845 0.5866 0.2517
C -0.0439 1.3104 -0.0945
H -2.4193 -0.7123 0.7294
H -1.7291 0.4073 -1.2023
H -0.7169 -2.0005 -0.6256
H 0.3155 -0.9016 -1.5598
H 1.7013 -1.5771 0.4432
H 0.4021 -0.9822 1.4953
H 1.8562 1.0605 1.0565
H 1.9276 0.5863 -0.6383
H -0.4076 1.9456 0.7181
H 0.0630 1.9405 -0.9840
*
```

Summary:
lowest unoccupied orbital energy = 1.01 eV
energy relative to the best compared isomer or geometry (same formula, charge and spin) = 4.2 kcal/mol
frontier orbital gap = 11.21 eV
SMILES = OC1CCCC1
highest occupied orbital energy = -0.375 hartree

(7)
Entry from the OMol25 dataset: 2 unconnected molecules or ions with the total composition C5H11O4P in a non-equilibrium geometry (ωB97M-V/def2-TZVPD).

Structure (ORCA input):
```
! RIJCOSX wB97M-V def2-TZVPD def2/J DEFGRID3
* xyz -2 1
C 1.4472 0.3352 0.2751
C -0.2273 2.5109 0.5512
C -1.0162 -2.6152 -0.2002
C 0.0675 0.9009 0.5041
C -0.9343 0.3697 -0.5532
O -2.5196 0.2262 1.4406
O -3.6127 -0.6778 -0.7238
O -3.1682 1.8719 -0.4549
O -0.4656 -0.0575 -1.5790
P -2.7925 0.4009 -0.0653
H 2.2194 1.0158 0.5578
H 1.5377 -0.7066 0.6943
H 1.5127 0.1993 -0.7601
H 0.3361 2.7657 1.4928
H -1.3118 2.5572 0.6433
H 0.2190 2.8376 -0.3928
H -1.6506 -1.7149 0.0597
H 0.0674 -2.3595 -0.0529
H -1.3136 -3.5296 0.3549
H -0.2768 0.4978 1.3777
H -1.1043 -2.8577 -1.2661
*
```

Summary:
lowest unoccupied orbital energy = 6.20 eV
energy relative to the best compared isomer or geometry (same formula, charge and spin) = 0.0 kcal/mol
frontier orbital gap = 5.90 eV
highest occupied orbital energy = 0.011 hartree

(8)
Entry from the OMol25 dataset: a single C11H13NO2 molecule in a non-equilibrium geometry (ωB97M-V/def2-TZVPD).

Structure (ORCA input):
```
! RIJCOSX wB97M-V def2-TZVPD def2/J DEFGRID3
* xyz 0 1
C -0.8502 -2.4909 -0.0087
C 0.2457 -1.5397 -0.4743
C 0.8569 -0.6813 0.5599
C 0.6967 -0.5945 1.8716
C 0.7129 0.8061 2.1937
C 1.9041 1.6389 1.7296
C 2.1388 1.4859 0.4148
C 1.1201 0.6567 -0.2355
O 1.0282 0.3209 -1.5408
C -0.1399 -0.4768 -1.4416
C -1.1145 0.4334 -0.6911
C -1.8058 1.2118 -1.9569
N -0.2372 1.3450 0.1109
O -0.4853 1.2822 1.4358
H -0.4970 -2.9209 0.9010
H -0.9587 -3.4106 -0.7295
H -1.8174 -1.9501 0.1791
H 1.0479 -2.2191 -0.9523
H 0.2036 -1.4860 2.3101
H 0.4270 1.0935 3.2531
H 2.5187 2.2450 2.4122
H 2.9503 1.8543 -0.2164
H -0.5037 -0.7862 -2.4567
H -1.8928 -0.0767 -0.1129
H -2.1956 2.1243 -1.6639
H -2.5233 0.6294 -2.3598
H -0.8295 1.5053 -2.5315
*
```

Summary:
lowest unoccupied orbital energy = 0.92 eV
energy relative to the best compared isomer or geometry (same formula, charge and spin) = 146.6 kcal/mol
frontier orbital gap = 9.15 eV
SMILES = C[C@@H]1C2=C[C@H]3C=C[C@@]24O[C@@H]1[C@H](C)N4O3
highest occupied orbital energy = -0.302 hartree

Please write out number 6 again, unchanged.
Entry from the OMol25 dataset: a single C5H10O molecule (ωB97M-V/def2-TZVPD).

Structure (ORCA input):
```
! RIJCOSX wB97M-V def2-TZVPD def2/J DEFGRID3
* xyz 0 1
O -1.8469 0.0577 0.8378
C -1.0712 0.1889 -0.3486
C -0.1851 -1.0397 -0.5886
C 0.8698 -0.8705 0.5095
C 1.2845 0.5866 0.2517
C -0.0439 1.3104 -0.0945
H -2.4193 -0.7123 0.7294
H -1.7291 0.4073 -1.2023
H -0.7169 -2.0005 -0.6256
H 0.3155 -0.9016 -1.5598
H 1.7013 -1.5771 0.4432
H 0.4021 -0.9822 1.4953
H 1.8562 1.0605 1.0565
H 1.9276 0.5863 -0.6383
H -0.4076 1.9456 0.7181
H 0.0630 1.9405 -0.9840
*
```

Summary:
lowest unoccupied orbital energy = 1.01 eV
energy relative to the best compared isomer or geometry (same formula, charge and spin) = 4.2 kcal/mol
frontier orbital gap = 11.21 eV
SMILES = OC1CCCC1
highest occupied orbital energy = -0.375 hartree